# 1
Entry from the OMol25 dataset: 3 unconnected molecules or ions with the total composition C4H7N3 at a distorted geometry (ωB97M-V/def2-TZVPD).

molar mass: 97.12 g mol⁻¹
ΔE to the lowest compared entry with this formula, charge and spin: 1079.2 kJ/mol
LUMO energy: -1.166 eV
electronic energy: -320.472257 hartree
HOMO level: -8.235 eV
frontier orbital gap: 7.07 eV
total charge: 0
max |F|: 11.24 eV Å⁻¹

Each line ends with the Löwdin charge.
Positions of all 14 atoms, in Å:
1 H 1.8010 0.3509 0.8511  0.171
2 H -1.3806 1.8383 -1.5922  0.101
3 N 0.1273 2.3394 0.0408  0.065
4 H -1.6598 -1.5211 -0.8245  0.178
5 H 1.0212 -2.7896 1.5105  -0.046
6 C 1.1670 -1.7463 1.4356  0.007
7 H -2.3398 -0.3544 -2.4131  0.039
8 N 0.8690 0.0614 0.2624  -0.166
9 H 0.9461 2.4111 0.7745  0.062
10 C -1.0908 0.9163 -1.1214  -0.206
11 C -0.0698 1.0233 -0.1763  -0.465
12 C -1.5468 -0.2694 -1.6175  -0.008
13 N 0.8440 -1.3250 -0.0974  0.040
14 H 1.3119 -0.9349 2.9676  0.227

# 2
Entry from the OMol25 dataset: 2 unconnected molecules or ions with the total composition C4H7N3 at a distorted geometry (ωB97M-V/def2-TZVPD).

molar mass: 97.12 g mol⁻¹
ΔE to the lowest compared entry with this formula, charge and spin: 221.5 kJ/mol
LUMO energy: -9.231 eV
electronic energy: -320.030772 hartree
HOMO level: -19.571 eV
frontier orbital gap: 10.34 eV
total charge: +2
max |F|: 4.15 eV Å⁻¹

Each line ends with the Löwdin charge.
Positions of all 14 atoms, in Å:
1 H -4.0082 2.1374 0.3336  0.146
2 C -3.1992 1.4803 0.5659  0.376
3 H 2.4645 0.5570 1.9835  0.225
4 C 1.9078 0.4291 -0.0054  -0.054
5 N -2.5961 0.5206 0.2686  0.069
6 H 1.5441 1.3982 -1.8787  0.170
7 H 3.6267 -0.1744 0.7545  0.200
8 H -2.9811 -1.8079 -0.5983  0.111
9 N 2.7290 0.3365 0.9493  0.246
10 H 0.5770 0.0207 -1.3785  0.034
11 C -1.9555 -1.5601 -0.4157  0.172
12 C 1.3817 0.5588 -1.1348  0.155
13 H -1.2643 -2.3346 -0.6238  0.105
14 N -1.7342 -0.4568 0.2052  0.045

# 3
Entry from the OMol25 dataset: C4H7N3O in the gas phase at a distorted geometry (ωB97M-V/def2-TZVPD).

molar mass: 113.12 g mol⁻¹
ΔE to the lowest compared entry with this formula, charge and spin: 330.1 kJ/mol
LUMO energy: 0.144 eV
electronic energy: -396.022666 hartree
HOMO level: -9.359 eV
frontier orbital gap: 9.50 eV
total charge: 0
SMILES: C/N=C/N=C(/N)C=O
max |F|: 4.99 eV Å⁻¹

Each line ends with the Löwdin charge.
Positions of all 15 atoms, in Å:
1 N 2.3361 -0.7536 -0.1746  0.125
2 H -3.7513 0.8812 -0.9275  0.080
3 H -2.7864 1.4354 0.7485  0.116
4 N 0.0984 -1.4302 0.1613  0.089
5 H -3.4232 -0.0901 0.5475  -0.011
6 C -2.9851 0.5616 -0.1280  -0.110
7 C -1.1979 -0.8871 0.2904  -0.288
8 O 1.7261 1.6706 -0.0461  0.058
9 H 0.1744 1.3946 0.9761  0.084
10 C 0.9728 -0.5055 -0.0327  -0.357
11 H 2.7956 0.2123 -0.2565  0.115
12 H -1.6774 -1.3879 1.1668  0.134
13 N -1.5269 0.0293 -0.5929  0.027
14 H 2.6097 -1.5094 -0.7683  0.093
15 C 0.8597 0.9610 0.3912  -0.155

# 4
Entry from the OMol25 dataset: C4H7N3O in the gas phase at a distorted geometry (ωB97M-V/def2-TZVPD).

molar mass: 113.12 g mol⁻¹
ΔE to the lowest compared entry with this formula, charge and spin: 206.8 kJ/mol
LUMO energy: 0.468 eV
electronic energy: -396.069629 hartree
HOMO level: -8.414 eV
frontier orbital gap: 8.88 eV
total charge: 0
SMILES: C/C(C#N)=C(\O)NN
max |F|: 1.26 eV Å⁻¹

Each line ends with the Löwdin charge.
Positions of all 15 atoms, in Å:
1 H 1.8928 1.3097 0.2924  0.100
2 C 1.7777 -1.0053 -0.4172  -0.058
3 N -1.4720 -2.1668 -1.0853  0.139
4 H 2.2137 -1.0333 0.5873  0.087
5 C -0.6624 -1.3997 -0.7665  -0.227
6 H -3.0458 0.5970 0.5526  0.086
7 H -1.8681 -0.2200 1.3109  0.080
8 H 1.8226 -2.0234 -0.8203  0.089
9 O 1.0098 1.7065 0.3304  0.081
10 H -1.1181 2.3130 0.2750  0.139
11 N -2.1437 0.7213 1.0225  0.021
12 C 0.3663 -0.4924 -0.3599  -0.251
13 C 0.0489 0.7664 0.0222  -0.333
14 H 2.4006 -0.3757 -1.0610  0.084
15 N -1.2224 1.3027 0.1169  -0.038